(1)
Here is C8H17N as an isolated structure from the Open Molecules 2025 dataset. Energies are from ωB97M-V with the def2-TZVPD basis set.

Cartesian coordinates (Å):
C (-2.59951, -0.16261, -0.63372)
H (2.52762, -0.63504, -2.04204)
N (0.10775, -1.33910, -1.38701)
H (1.29690, -1.09963, 2.91973)
H (0.29106, -1.12367, -2.36107)
C (0.75827, -1.06265, 0.88618)
H (3.06126, -0.10420, -0.45464)
H (-2.15533, 1.88538, -0.71593)
C (1.56488, -0.81590, 1.91406)
C (-1.98846, 1.20800, 1.37477)
H (-2.93664, -0.21911, -1.65814)
H (2.79657, -1.83306, -0.77263)
H (1.34893, 1.47629, 0.26348)
H (-1.16519, 1.89342, 1.58127)
H (-0.08534, 1.96842, -0.55427)
H (-0.88282, -1.11804, -1.18174)
H (1.16444, 1.42573, -1.53586)
C (0.99197, -0.66838, -0.52183)
C (-2.17555, 0.99738, -0.09697)
H (-1.80140, 0.26355, 1.88781)
C (0.70487, 1.22126, -0.57352)
H (-0.17882, -1.57447, 1.06032)
H (-2.71243, -1.04852, -0.02240)
H (-2.89746, 1.64556, 1.80034)
H (2.53233, -0.35515, 1.79788)
C (2.43211, -0.82549, -0.97408)

The value obtained for the HOMO energy is -8.27 eV. The multiplicity is 1. The calculation puts the calculated total energy at -369.6542 a.u. The charge is 0. The energy above the lowest of the compared OMol25 structures with the same formula, charge and spin comes out at 2.715 eV. As for the lowest unoccupied orbital energy: 1.05 eV. Its orbital gap is 9.3 eV.

The Mulliken scheme yields these atomic charges, measured in e: -1.28 0.47 -0.70 0.29 0.29 -0.52 0.33 0.45 -0.96 -0.93 0.36 0.37 0.32 0.25 0.44 0.19 0.37 1.44 0.15 0.25 -1.37 0.43 0.38 0.36 0.24 -1.65



(2)
Here is one molecule with the formula C8H11N2OP from the Open Molecules 2025 dataset. Energies are from ωB97M-V with the def2-TZVPD basis set.

Cartesian coordinates (Å):
C (2.00445, 0.44402, -2.03839)
C (-2.16588, -1.47786, 2.11590)
N (-0.73787, 0.68247, -1.13322)
P (0.34849, 1.82169, -0.42497)
H (-1.34464, 0.66553, -1.96425)
C (-1.34315, -0.38125, 2.27082)
H (3.11700, -0.01072, 0.41046)
H (2.50747, 1.61188, 0.93157)
C (-0.84940, 0.28437, 1.11676)
C (-2.58253, -1.82203, 0.82292)
H (3.51760, 1.45400, -0.64827)
H (-0.85542, -0.11361, 3.20095)
C (2.85307, 0.97490, 0.05735)
H (-3.19433, -2.79211, 0.63779)
H (-2.77677, -1.37074, -1.27997)
H (-2.59698, -2.02351, 3.08103)
C (-1.38121, -0.05577, -0.16762)
N (1.61423, 0.67282, -0.67081)
H (2.70589, 1.19552, -2.37696)
H (1.02486, 0.20345, -2.63482)
O (-0.23975, 1.52738, 1.08114)
H (2.64144, -0.35542, -2.05801)
C (-2.26657, -1.13501, -0.32939)

The value obtained for the HOMO energy is -7.73 eV. The multiplicity is 1. The calculation puts the calculated total energy at -837.5107 a.u. The charge is 0. The energy above the lowest of the compared OMol25 structures with the same formula, charge and spin comes out at 0.304 eV. As for the lowest unoccupied orbital energy: 0.98 eV. Its orbital gap is 8.7 eV. The SMILES is CN(C)P1Nc2ccccc2O1.

The Mulliken scheme yields these atomic charges, measured in e: -1.01 -0.49 -0.10 -0.21 0.24 -0.68 0.33 0.34 0.48 -0.14 0.30 0.36 -0.97 0.21 0.27 0.23 0.95 0.07 0.31 0.30 -0.32 0.42 -0.88



(3)
Here is C3HBaLiO4 as an isolated structure from the Open Molecules 2025 dataset. Energies are from ωB97M-V with the def2-TZVPD basis set.

Cartesian coordinates (Å):
O (1.92513, 0.74118, 0.04880)
H (2.85190, 0.85121, -0.28573)
O (2.62070, -1.36091, -0.05184)
C (-0.52619, 0.07174, 0.12616)
Li (-4.63977, -0.70835, -0.55847)
C (1.72372, -0.60223, 0.18291)
O (-2.96487, -0.33735, 0.23855)
O (0.45204, -0.93360, 0.12974)
C (-1.78745, -0.22522, 0.17841)
Ba (0.34480, 2.50352, -0.00854)

The value obtained for the HOMO energy is -15.81 eV. The multiplicity is 1. The calculation puts the calculated total energy at -448.3242 a.u. The charge is +2. The energy above the lowest of the compared OMol25 structures with the same formula, charge and spin comes out at 0.000 eV. As for the lowest unoccupied orbital energy: -7.63 eV. Its orbital gap is 8.2 eV.

The Mulliken scheme yields these atomic charges, measured in e: -0.50 0.37 -0.43 -1.57 0.98 0.76 -0.60 -0.28 1.53 1.74



(4)
Here is C9H16ClLuNOPd as an isolated structure from the Open Molecules 2025 dataset. Energies are from ωB97M-V with the def2-TZVPD basis set.

Cartesian coordinates (Å):
C (-1.26074, -0.19451, 4.01925)
C (-1.01851, 0.23686, -5.13474)
H (-2.05063, 0.72979, 5.78848)
C (-1.48110, 1.19367, -1.65125)
H (-2.06192, 1.02875, -2.58390)
H (-0.94598, 1.25502, -5.55297)
Cl (1.24283, 2.71484, -3.44777)
C (0.94859, -0.86819, 4.01783)
H (2.78116, 0.30315, -4.71170)
H (-2.06825, -0.02552, -4.99985)
O (0.65986, 0.04271, 1.08078)
H (1.79754, -1.25114, 3.44620)
H (-2.17543, 1.19852, -0.80182)
Pd (-0.34973, -0.26066, -0.96717)
C (0.14112, -1.12942, 1.03183)
C (2.23763, -0.60698, -4.36831)
H (0.17635, 0.62091, 6.99258)
C (0.06397, 0.22277, 5.98698)
C (1.14327, -0.35161, 5.30835)
H (-0.96553, 2.16703, -1.66243)
H (0.75553, -2.04498, 0.89288)
H (-2.17445, -0.08788, 3.43575)
Lu (0.39891, 0.45845, -3.37858)
H (1.89289, -1.16601, -5.26105)
H (-0.55677, -0.47463, -5.83696)
H (2.13186, -0.44134, 5.74078)
N (-0.26865, -0.90616, 3.48999)
H (2.93990, -1.24082, -3.80408)
H (-0.78041, -1.28117, 1.62805)
C (-1.16729, 0.30401, 5.32714)

The value obtained for the HOMO energy (spin up / spin down) is 2.40 / -1.65 eV. The multiplicity is 4. The calculation puts the calculated total energy at -2305.9322 a.u. The charge is -2. The energy above the lowest of the compared OMol25 structures with the same formula, charge and spin comes out at 0.486 eV. As for the lowest unoccupied orbital energy (spin up / spin down): 5.26 / 4.31 eV. Its orbital gap (spin up / spin down) is 2.9 / 6.0 eV.

The Mulliken scheme yields these atomic charges, measured in e: -0.41 -1.38 0.39 -1.51 0.42 0.25 -0.64 -0.20 0.22 0.33 -0.63 0.26 0.41 -0.25 -0.06 -1.13 0.39 -0.36 -0.69 0.44 0.31 0.29 0.99 0.23 0.29 0.38 -0.53 0.30 0.34 -0.46